1.
CH29O17 | ωB97M-V with the def2-TZVPD basis set

```
! RIJCOSX wB97M-V def2-TZVPD def2/J DEFGRID3
* xyz -1 1
C 0.35 0.17 0.09
O 0.29 -0.88 -0.58
O -0.77 0.65 0.75
O 1.45 0.72 0.42
H -1.52 0.29 0.29
O -3.28 0.69 0.24
H -3.67 0.12 -0.45
H -4.02 1.13 0.63
O 0.63 3.19 1.63
H 1.58 3.12 1.52
H 0.42 2.35 1.23
O 1.51 2.57 -1.52
H 0.77 3.11 -1.76
H 1.17 2.20 -0.69
O 2.06 0.39 -3.24
H 2.14 -0.37 -2.66
H 1.79 1.16 -2.80
O -0.59 -3.43 0.38
H -0.17 -2.62 0.09
H -1.40 -3.03 0.65
O 3.93 0.28 -0.73
H 3.57 0.52 -1.59
H 3.19 0.31 -0.15
O -1.80 -0.16 -2.31
H -1.92 0.78 -2.19
H -0.98 -0.34 -1.81
O 2.52 -1.23 1.94
H 2.05 -0.74 1.23
H 2.43 -2.10 1.55
O -2.68 -2.05 1.39
H -2.15 -1.70 2.09
H -3.54 -1.76 1.55
O -0.55 -2.73 -2.50
H -0.08 -3.52 -2.32
H -1.36 -2.87 -1.98
O -2.91 0.69 3.09
H -2.05 0.76 3.52
H -2.69 0.77 2.19
O 1.88 1.19 3.36
H 1.92 0.54 2.70
H 2.48 0.84 3.99
O 2.13 -2.03 -1.95
H 2.03 -2.96 -1.77
H 1.35 -1.66 -1.49
O -1.58 2.57 -0.98
H -2.16 1.91 -0.71
H -1.77 3.19 -0.29
*
```

Results
HOMO-LUMO gap	8.690	eV
HOMO	-6.94	eV
LUMO	1.75	eV



2.
C25H46Cl2MnN3O6Si | ωB97M-V with the def2-TZVPD basis set

```
! RIJCOSX wB97M-V def2-TZVPD def2/J DEFGRID3
* xyz -1 6
C -0.55 4.92 -6.52
C -0.46 4.25 -7.85
H 0.14 5.77 -6.45
H -0.32 4.21 -5.72
H -1.57 5.31 -6.34
C 0.05 4.81 -8.95
C 0.50 6.23 -9.04
H 0.15 4.24 -9.88
H 1.05 6.55 -8.15
H -0.34 6.93 -9.18
H 1.15 6.34 -9.90
Mn -0.01 0.05 -0.24
Cl -0.48 1.74 -1.62
C -1.63 -1.28 -2.13
O -0.48 -1.33 -1.60
N -1.96 -2.06 -3.16
C -0.98 -2.98 -3.70
C -3.30 -2.04 -3.76
H -2.37 -0.55 -1.78
H -0.15 -3.08 -2.99
H -0.58 -2.61 -4.66
H -1.46 -3.95 -3.87
H -3.93 -1.38 -3.15
H -3.72 -3.06 -3.75
H -3.26 -1.67 -4.79
H 0.55 -4.73 2.31
H -0.58 -3.74 4.58
C 1.22 -3.88 2.47
C 0.09 -2.88 4.44
N 0.49 -2.76 3.03
H 1.68 -3.59 1.53
C 0.19 -1.69 2.28
O 0.38 -1.64 1.04
H -0.41 -1.97 4.77
H -0.22 -0.82 2.84
H 1.98 -4.19 3.19
H 0.97 -3.05 5.07
H 3.10 3.72 -0.63
H 2.44 2.34 -2.83
C 3.75 2.88 -0.34
C 3.32 1.76 -2.52
N 3.41 1.67 -1.07
H 3.65 2.68 0.73
C 2.93 0.60 -0.43
O 2.21 -0.28 -0.95
H 3.29 0.76 -2.95
H 3.21 0.54 0.65
H 4.79 3.17 -0.57
H 4.22 2.29 -2.86
O 0.06 1.99 -7.32
C -0.98 2.81 -7.86
C -0.72 1.77 -10.22
C -1.51 2.37 -9.24
H 0.33 1.53 -9.99
C -1.27 1.50 -11.48
H -1.83 2.78 -7.15
C -2.84 2.72 -9.54
H -0.65 1.00 -12.23
C -2.58 1.86 -11.78
C -3.37 2.48 -10.81
H -3.42 3.20 -8.75
H -3.00 1.66 -12.77
H -4.39 2.77 -11.03
Si 0.09 0.52 -6.51
Cl 0.80 1.40 1.38
C 1.60 -0.38 -7.17
C -1.45 -0.43 -7.00
C 0.24 0.96 -4.72
H 1.61 -0.34 -8.27
H 1.60 -1.43 -6.87
H 2.52 0.09 -6.81
H 1.13 1.57 -4.54
H 0.32 0.08 -4.07
H -0.61 1.54 -4.36
H -1.54 -0.48 -8.09
H -2.37 0.03 -6.61
H -1.40 -1.47 -6.63
C -2.04 1.00 3.15
O -2.17 1.17 1.70
C -1.94 0.16 0.87
O -2.63 -0.83 0.69
H -2.68 1.79 3.57
H -1.00 1.16 3.43
H -2.40 0.01 3.47
*
```

Results
HOMO-LUMO gap (alpha / beta)	3.814 / 4.996	eV
HOMO (alpha / beta)	-1.48 / -2.66	eV
LUMO (alpha / beta)	2.33 / 2.33	eV



Results for total energy: -1334.6934 -3956.9390 (in a.u., following the order of the records).
Results for max |F|: 0.062 0.088 (in Eh/bohr, following the order of the records).